The following is a quantum chemistry calculation of a cluster of 13 separate species, BH28O12 in total in a non-equilibrium geometry, from OMol25.

```
41
Properties=species:S:1:pos:R:3:forces:R:3
B -3.39600 1.86600 -2.11300 0.4 0.6 0.2
H -4.36000 1.18100 -1.94700 -0.7 -0.6 0.1
H -3.46600 2.83600 -1.32800 0.0 -0.2 -0.7
H -2.39900 1.23100 -1.83100 0.0 -0.1 -0.2
H -3.38700 2.16600 -3.31800 0.0 0.3 0.0
O -4.79300 5.26200 -2.33800 0.3 1.5 -0.6
H -5.62700 5.73400 -2.41800 0.0 0.2 0.0
H -5.09500 4.38000 -2.20000 -0.5 -1.7 0.5
O -4.57900 1.13800 -6.54300 -0.4 0.2 0.0
H -4.28600 0.72600 -5.72000 0.6 -0.4 0.0
H -5.44500 1.44900 -6.25500 0.0 0.1 -0.2
O -0.87000 -0.94400 -3.46400 -0.3 -0.4 -0.7
H -0.19400 -0.53100 -2.94400 0.5 0.6 0.4
H -1.28900 -0.25700 -3.99800 0.0 0.0 0.2
O -6.33300 2.43200 -4.52300 -0.7 -0.4 -0.7
H -5.52300 2.92700 -4.41700 0.7 0.2 0.1
H -6.88600 2.95200 -5.11200 0.0 0.1 -0.1
O -6.96900 -0.33000 -1.31200 -0.5 -0.6 -0.4
H -6.49300 -0.34700 -2.14100 0.9 0.6 -0.2
H -7.69000 -0.90900 -1.58400 -0.4 0.0 0.6
O -3.74000 -0.43700 -4.28700 -2.3 -1.0 0.0
H -3.82600 0.38600 -3.76600 0.1 -0.1 0.4
H -4.63900 -0.90900 -4.18700 2.2 1.2 -0.2
O -0.49500 3.14100 -3.31900 1.6 -0.1 0.2
H -1.04900 2.42300 -3.55500 -0.7 -1.4 0.0
H -1.07200 3.85600 -3.54700 -0.5 1.3 0.0
O -6.45400 2.91900 -1.95600 -1.1 2.2 2.0
H -5.69200 2.43300 -1.70100 1.2 -1.2 0.1
H -6.74500 2.69900 -2.81100 -0.1 -0.9 -1.5
O -4.99500 3.53000 1.10500 -0.6 0.8 0.6
H -4.70200 4.44500 1.06900 -0.2 0.2 0.0
H -4.28600 3.10400 0.64900 0.8 -1.1 -0.6
O -2.56000 -1.89600 -1.55100 -1.7 -1.1 0.7
H -3.36500 -2.06800 -2.07000 0.4 0.1 0.5
H -2.01600 -1.48000 -2.19700 1.1 0.7 -1.0
O -2.22500 5.16100 -3.74800 0.1 -0.5 0.5
H -2.25000 5.80100 -4.44000 -0.2 0.6 -0.7
H -3.13200 4.87700 -3.56500 0.0 0.3 0.2
O -3.32400 0.64700 0.80500 0.1 0.1 0.6
H -3.31700 0.60100 -0.14600 0.6 0.1 -1.0
H -4.21800 0.36500 0.96300 -0.7 -0.2 0.5
```
Forces are in eV/Å.

Output
LUMO energy = 0.0825 Ha
charge = -1
energy relative to the best compared isomer or geometry (same formula, charge and spin) = 1.030 eV
HOMO energy = -6.59 eV
HOMO-LUMO gap = 8.834 eV